Entry 1:
Computed, not measured: the molecule C8H11ClN2O3S2, with ωB97M-V with the def2-TZVPD basis set.

XYZ file:
```
27
Properties=species:S:1:pos:R:3:mulliken_charge:R:1
O -2.1037 1.3784 0.3144 -0.657
S -1.7550 0.4346 -0.8826 1.291
O -2.5992 0.3230 -1.9417 -0.662
N -0.3389 0.9715 -1.7163 -0.214
N 0.7572 1.4895 -1.3331 -0.181
C 0.6526 2.5029 -0.0045 -0.818
H 1.4899 3.1480 0.0867 0.311
C 0.6372 1.7352 1.2303 -0.640
H -0.3144 2.0343 1.7204 0.265
O 0.4694 0.2859 1.1316 -0.295
C 1.8613 -0.1307 0.6267 -0.865
H 1.6860 -1.1614 0.4208 0.140
C 1.7182 0.4500 -1.0363 -0.710
H 2.8996 0.8969 -0.8916 0.207
H 1.7722 -0.2802 -1.7760 0.581
H 2.4829 0.1250 1.2755 0.770
H 1.2284 1.9470 2.0067 0.773
H -0.1823 3.1295 -0.1658 0.432
H -0.4833 1.4310 -2.5215 0.248
C -1.4143 -1.0295 -0.1659 -0.126
C -1.7145 -1.5590 0.8201 0.371
C -1.3593 -2.8557 1.1756 -0.886
C -0.7384 -3.4277 -0.0586 0.281
Cl -0.2696 -4.9407 -0.2663 -0.154
S -0.4541 -2.2052 -1.5324 -0.119
H -1.5545 -3.6666 1.8594 0.400
H -2.3734 -1.0261 1.6240 0.258
```

Computed properties:
Lowest unoccupied orbital energy = -0.222 eV
Charge = 0
Electronic energy = -51778.564 eV
Frontier orbital gap = 0.3101 hartree
Maximum force = 18.1 eV Å⁻¹


Entry 2:
Computed, not measured: a cluster of 2 separate species, C8H11ClNS in total, with ωB97M-V with the def2-TZVPD basis set.

XYZ file:
```
22
Properties=species:S:1:pos:R:3:mulliken_charge:R:1
C 2.7064 0.1965 1.2739 -0.520
C 2.5578 0.0798 -0.1026 -0.834
C 1.5868 -0.1599 2.0018 -0.471
C 1.3930 -0.3210 -0.6981 -0.152
C 0.4280 -0.6012 1.4353 -0.517
C 0.2206 -0.5030 0.0594 0.545
C -1.9042 -1.9195 -0.4587 -0.463
C -0.9620 -0.7539 -0.6581 0.402
N -3.1673 -1.8300 -1.0948 -0.605
S -1.2342 0.0101 -2.1091 -0.028
Cl 0.5646 3.0564 -0.4127 -0.210
H 3.5098 0.5472 1.7753 0.569
H 3.5068 0.1588 -0.6633 0.362
H 1.7977 -0.1968 3.0704 0.355
H 1.3795 -0.7333 -1.7053 0.527
H -0.3371 -0.6900 2.2003 0.313
H -2.1644 -2.0918 0.6813 0.363
H -1.3820 -2.8435 -0.6202 0.371
H -3.1043 -2.3657 -1.9344 0.243
H -3.8951 -2.2166 -0.5154 0.278
H 1.5399 3.5446 0.1287 0.244
H -0.1860 1.0304 -1.8086 0.228
```

Computed properties:
Lowest unoccupied orbital energy = -5.596 eV
Charge = +1
Electronic energy = -33313.578 eV
Frontier orbital gap = 0.2950 hartree
Energy above the lowest of the compared OMol25 structures with the same formula, charge and spin = 249.0 kJ/mol
Maximum force = 4.6 eV Å⁻¹


Entry 3:
Computed, not measured: the ion C8H11F3IN2O2 with charge -1, with ωB97M-V with the def2-TZVPD basis set.

XYZ file:
```
27
Properties=species:S:1:pos:R:3:mulliken_charge:R:1
C 0.4277 2.5923 1.1985 -1.050
C -0.8164 1.6341 1.1447 0.954
C -2.0907 2.2446 0.5223 -1.319
N -0.7562 0.4150 1.5842 -1.002
N -0.3955 -0.4865 0.5495 0.750
C 0.8068 -1.2684 0.7763 -0.785
C 1.9248 -0.8750 -0.2859 -0.793
C 2.3051 -1.9790 -1.3036 0.840
F 1.5767 -3.0988 -1.2680 -0.213
F 2.3865 -1.4520 -2.5613 -0.277
F 3.6169 -2.3903 -1.0322 -0.352
C -1.4934 -1.0736 -0.1627 -0.550
I -2.1396 -3.0821 0.4516 -0.096
C -1.3704 -0.9032 -1.7321 0.437
O -0.5947 -1.5715 -2.4211 -0.643
O -2.1403 -0.0355 -2.2892 -0.765
H 1.3278 1.9493 1.1147 0.247
H 0.3452 3.2664 0.3120 0.321
H 0.3605 3.1541 2.1557 0.343
H -3.0251 1.7653 0.8841 0.361
H -2.1970 3.3405 0.7337 0.397
H -2.0931 2.1422 -0.5966 0.300
H 1.2260 -0.9264 1.7554 0.389
H 0.7007 -2.3696 0.8787 0.340
H 2.8642 -0.6343 0.2737 0.378
H 1.6236 0.0866 -0.7595 0.342
H -2.3802 -0.4444 0.0768 0.445
```

Computed properties:
Lowest unoccupied orbital energy = 2.373 eV
Charge = -1
Electronic energy = -31800.731 eV
Frontier orbital gap = 0.2498 hartree
Maximum force = 3.1 eV Å⁻¹


Entry 4:
Computed, not measured: the molecule C8H11F3O3S, with ωB97M-V with the def2-TZVPD basis set.

XYZ file:
```
26
Properties=species:S:1:pos:R:3:mulliken_charge:R:1
O -0.8460 1.3487 4.4877 -0.545
S -1.2987 0.8415 3.1572 0.604
O -0.6931 -0.6752 2.7917 -0.282
C 0.6774 -0.6637 2.3348 -0.490
C 0.9852 -0.0990 0.8889 -0.562
C -0.1981 0.4942 0.0089 0.688
C -1.0004 -0.6630 -0.7206 -0.876
C -0.3049 -1.3957 -1.9438 -0.480
C 0.9661 -0.7215 -2.5677 0.415
F 2.1936 -1.4169 -2.4707 -0.303
C 1.0018 0.5066 -3.2704 0.162
F 1.9593 1.4886 -2.9560 -0.213
F 0.1309 0.7926 -4.3347 -0.215
C -1.1739 1.5229 0.8044 -0.812
O -0.4493 1.8298 2.0487 -0.418
H 1.3302 -0.1323 3.1062 0.261
H 1.0194 -1.7584 2.3456 0.328
H 1.7873 0.7097 0.9950 0.363
H 1.4595 -0.9322 0.2540 0.252
H 0.2995 1.1741 -0.7739 0.089
H -2.0412 -0.2744 -1.0099 0.384
H -1.2160 -1.4612 0.0789 0.182
H -0.0086 -2.4601 -1.6529 0.318
H -1.0793 -1.4441 -2.7907 0.331
H -2.1351 0.9522 1.0186 0.461
H -1.3657 2.4369 0.1705 0.357
```

Computed properties:
Lowest unoccupied orbital energy = -0.282 eV
Charge = 0
Electronic energy = -33599.222 eV
Frontier orbital gap = 0.3313 hartree
Energy above the lowest of the compared OMol25 structures with the same formula, charge and spin = 178.5 kJ/mol
Maximum force = 3.5 eV Å⁻¹


Entry 5:
Computed, not measured: the molecule C8H11FO, with ωB97M-V with the def2-TZVPD basis set.

XYZ file:
```
21
Properties=species:S:1:pos:R:3:mulliken_charge:R:1
C 1.6311 -1.1606 0.8309 -0.588
C 2.2339 0.1157 0.9470 -0.228
C 2.4512 1.2483 0.5819 0.463
C 0.5584 -1.3772 -0.0416 0.697
C -0.0241 -2.7021 -0.3256 -1.104
C -1.7171 1.1927 -1.2728 -1.453
C -0.8207 1.3432 1.0167 -1.242
C -0.4359 0.9240 -0.3238 0.460
O -0.2766 -0.4271 -0.5992 -0.289
F 3.0003 2.3800 0.5933 -0.255
H 2.2737 -1.9578 1.1410 0.331
H 0.5091 -3.6267 0.0977 0.325
H -1.1074 -2.6423 0.0603 0.253
H -0.1180 -2.8399 -1.4645 0.266
H -1.3972 1.1722 -2.2581 0.436
H -2.2464 0.2529 -1.2578 0.364
H -2.2557 2.1528 -1.0024 0.344
H -1.2403 2.3614 1.2104 0.387
H 0.1345 1.3396 1.5265 0.316
H -1.5762 0.6955 1.3752 0.357
H 0.4236 1.5554 -0.8350 0.159
```

Computed properties:
Lowest unoccupied orbital energy = 0.684 eV
Charge = 0
Electronic energy = -13234.230 eV
Frontier orbital gap = 0.3249 hartree
Energy above the lowest of the compared OMol25 structures with the same formula, charge and spin = 492.0 kJ/mol
Maximum force = 6.2 eV Å⁻¹


Entry 6:
Computed, not measured: a structure of composition C8H11I2N2O, with ωB97M-V with the def2-TZVPD basis set.

XYZ file:
```
24
Properties=species:S:1:pos:R:3:mulliken_charge:R:1
C 1.0585 -1.8438 -0.9625 0.342
C 0.0614 -0.0288 0.1229 -0.117
C -0.8097 1.2031 2.0867 -0.434
C -1.2018 2.0702 0.1726 -0.487
C 2.3849 0.1354 -0.1650 -0.607
C -1.1874 0.5617 0.6543 1.343
C 1.3366 -2.5188 -2.2351 -0.970
C -2.4784 -0.1278 0.3413 -1.527
N 0.1379 -1.1308 -0.6221 -0.215
N 1.2360 0.5908 0.3969 0.052
O -0.4473 2.4164 1.3617 -0.499
I 4.1145 1.3213 -0.3842 0.221
I 2.9895 -1.9898 0.4544 0.241
H -1.6970 1.6016 2.6204 0.377
H -0.0525 0.6759 2.6988 0.274
H -0.6163 2.2645 -0.7034 0.280
H -2.1704 2.5985 0.2155 0.329
H 1.5952 -1.8123 -2.9424 0.345
H 0.5728 -3.2694 -2.6342 0.315
H 2.2802 -3.0587 -2.0935 0.347
H -3.3977 0.4483 0.3857 0.387
H -2.5523 -0.9443 1.0589 0.376
H -2.3670 -0.6453 -0.6976 0.325
H 1.2102 1.4823 0.8700 0.302
```

Computed properties:
Lowest unoccupied orbital energy (alpha / beta) = -5.007 / -5.008 eV
Charge = +1
Electronic energy = -29691.025 eV
Frontier orbital gap (alpha / beta) = 0.2410 / 0.2410 hartree
Energy above the lowest of the compared OMol25 structures with the same formula, charge and spin = 207.2 kJ/mol
Maximum force = 3.1 eV Å⁻¹


Entry 7:
Computed, not measured: a cluster of 2 separate species, C8H11N2O2 in total, with ωB97M-V with the def2-TZVPD basis set.

XYZ file:
```
23
Properties=species:S:1:pos:R:3:mulliken_charge:R:1
C -0.3153 2.0932 1.0283 -0.481
C -1.4756 1.3170 0.7511 -0.395
C 0.8781 1.8658 0.4299 -0.837
C -1.4331 0.3186 -0.1541 0.034
C -0.1801 -0.0440 -0.8691 0.072
C 1.0163 0.7941 -0.5096 0.235
C -2.6408 -0.4847 -0.5351 -0.600
C 2.0969 -2.0167 1.6736 -0.123
N 3.0940 0.3199 -1.6584 -0.918
N 2.1245 0.4842 -1.0056 0.845
O -2.2994 -1.4265 -1.5185 -0.495
O 2.2354 -1.5290 0.5871 -0.379
H -0.4007 2.9040 1.7359 0.419
H -2.3927 1.5589 1.2634 0.458
H 1.7431 2.4725 0.6404 0.475
H 0.0396 -1.1017 -0.6809 0.424
H -0.3738 0.0130 -1.9470 0.471
H -3.4159 0.2073 -0.8980 0.336
H -3.0427 -0.9789 0.3629 0.319
H 1.1099 -2.1266 2.1473 0.212
H 2.9436 -2.3907 2.2653 0.271
H -3.0919 -1.8899 -1.8136 0.318
H 3.7808 -0.3601 -1.2954 0.337
```

Computed properties:
Lowest unoccupied orbital energy = -4.391 eV
Charge = +1
Electronic energy = -15539.142 eV
Frontier orbital gap = 0.2910 hartree
Energy above the lowest of the compared OMol25 structures with the same formula, charge and spin = 444.7 kJ/mol
Maximum force = 1.3 eV Å⁻¹


Entry 8:
Computed, not measured: the ion C8H11N2O2 with charge +1, with ωB97M-V with the def2-TZVPD basis set.

XYZ file:
```
23
Properties=species:S:1:pos:R:3:mulliken_charge:R:1
C 2.1582 -1.1124 -1.3253 -0.519
C 1.3881 -0.8164 -2.4355 -0.545
C 1.7982 -0.7237 -0.0413 0.663
C 0.5854 0.0407 -0.0120 0.574
C -0.2026 0.3391 -1.1045 -0.598
C -1.7374 1.6420 0.5118 -0.154
C -1.1473 0.6103 1.5365 0.168
C -2.1059 -0.5500 1.3899 -1.218
N 0.2287 -0.0561 -2.3244 0.033
N 2.5063 -1.1489 0.9789 -0.404
O 0.2144 0.4013 1.2661 -0.474
O -1.2879 2.8933 0.4855 -0.328
H 3.0294 -1.6989 -1.2569 0.366
H 1.7481 -1.1393 -3.4567 0.348
H -2.5899 1.3366 -0.2280 0.356
H -1.3752 1.0954 2.4518 0.480
H -1.5009 -1.4474 1.7652 0.318
H -2.3015 -0.7155 0.3720 0.377
H -2.9261 -0.6007 2.1597 0.344
H -0.2764 0.3244 -3.1126 0.276
H 3.4308 -1.4115 0.6195 0.255
H 2.3034 -0.6318 1.8048 0.277
H -1.9397 3.3693 -0.0445 0.405
```

Computed properties:
Lowest unoccupied orbital energy (alpha / beta) = -4.258 / -4.258 eV
Charge = +1
Electronic energy = -15539.530 eV
Frontier orbital gap (alpha / beta) = 0.2941 / 0.2941 hartree
Energy above the lowest of the compared OMol25 structures with the same formula, charge and spin = 407.3 kJ/mol
Maximum force = 4.6 eV Å⁻¹


Entry 9:
Computed, not measured: a cluster of 2 separate species, C8H11N2O2 in total, with ωB97M-V with the def2-TZVPD basis set.

XYZ file:
```
23
Properties=species:S:1:pos:R:3:mulliken_charge:R:1
C -2.6455 2.1905 -0.9452 -0.198
C -2.6506 2.0791 0.4218 -0.454
C -1.5530 1.8059 -1.7288 -0.537
C -1.5895 1.5139 1.0898 -0.371
C -0.4313 1.3935 -1.0777 -0.474
C -0.3740 1.3642 0.3723 0.441
C 2.1103 -2.5159 -0.1988 0.429
C 0.8057 0.5292 1.0241 0.434
N 1.6909 -3.1975 -1.3477 -0.441
N 2.0060 -3.0045 1.0073 -0.346
O 1.1423 -0.4972 0.4027 -0.547
O 1.1938 0.8822 2.2224 -0.460
H -3.5383 2.5647 -1.4931 0.305
H -3.3378 2.5201 1.1072 0.368
H -1.7248 2.0048 -2.7916 0.354
H -1.5371 1.5474 2.1816 0.295
H 0.5140 1.3926 -1.5686 0.405
H 1.4458 -2.6505 -2.2629 0.297
H 1.1358 -4.0356 -1.3043 0.247
H 2.2504 -2.4051 1.8254 0.271
H 1.3941 -3.8425 1.1237 0.265
H 2.7093 -1.4005 -0.5291 0.324
H 0.9835 1.7612 2.4696 0.393
```

Computed properties:
Lowest unoccupied orbital energy = -3.098 eV
Charge = +1
Electronic energy = -15541.851 eV
Frontier orbital gap = 0.3375 hartree
Energy above the lowest of the compared OMol25 structures with the same formula, charge and spin = 183.4 kJ/mol
Maximum force = 5.0 eV Å⁻¹


Entry 10:
Computed, not measured: a cluster of 2 separate species, C8H11N3O in total, with ωB97M-V with the def2-TZVPD basis set.

XYZ file:
```
23
Properties=species:S:1:pos:R:3:mulliken_charge:R:1
C 3.3412 1.3494 0.3472 -0.006
C 1.8581 -3.3482 1.1941 -0.242
C 2.5124 0.4689 -0.5149 0.959
C -1.3419 -0.0138 0.4519 -1.048
C -0.5382 -1.0761 -0.3524 -0.192
C -0.4447 0.9391 1.2595 -0.369
C 0.3120 -0.2654 -1.3717 -0.851
C 0.4459 1.6478 0.2101 -0.993
N 4.0148 2.1047 0.9073 -0.389
N 2.4855 -3.0324 0.2549 -0.056
N 1.1775 0.6596 -0.6278 0.024
O 3.0937 -0.4597 -1.0753 -0.639
H -1.9222 0.3669 -0.3938 0.338
H -1.9908 -0.6065 0.9836 0.515
H -0.0012 -1.7415 0.4042 0.035
H -1.0137 -1.8296 -0.9971 0.354
H -1.1983 1.5456 1.6310 0.375
H 0.2098 0.3890 1.9501 0.319
H 1.0183 -0.9516 -2.0566 0.309
H -0.2364 0.4576 -1.9105 0.392
H -0.0880 2.0728 -0.5949 0.373
H 1.0172 2.2805 0.7899 0.493
H 3.1374 -2.9372 -0.5219 0.299
```

Computed properties:
Lowest unoccupied orbital energy = 0.509 eV
Charge = 0
Electronic energy = -14989.208 eV
Frontier orbital gap = 0.3789 hartree
Energy above the lowest of the compared OMol25 structures with the same formula, charge and spin = 216.1 kJ/mol
Maximum force = 4.1 eV Å⁻¹


- Among the records above, which one has the lowest charge?
  C8H11F3IN2O2


- The highest electronic energy belongs to which entry?
  C8H11FO